Entry from OMol25: C39H56BrCaIN3O4 as an isolated structure (the ωB97M-V functional and the def2-TZVPD basis).

The geometry in XYZ format:
```
105
Properties=species:S:1:pos:R:3:forces:R:3
Ca -2.48591 -0.23500 0.15442 -0.817 -0.159 0.079
C 4.23435 -0.42883 -3.92122 -0.029 0.031 -0.001
C 3.68360 0.71663 -3.05784 0.066 0.010 -0.036
C 4.57758 0.85611 -1.82466 -0.067 -0.004 -0.026
C 3.73727 2.03340 -3.84775 0.001 -0.046 0.015
C 2.23834 0.40954 -2.68779 0.060 0.008 0.087
C 1.79796 0.31843 -1.40909 0.236 0.076 -0.024
C 0.43004 0.05044 -1.11196 -0.073 -0.019 -0.303
N -0.09966 -0.05843 0.10287 -0.101 -0.006 0.177
C 0.45389 -0.17670 1.30405 0.028 0.108 0.084
C 1.82192 -0.46911 1.58179 0.223 -0.114 -0.033
C 2.29976 -0.53788 2.84779 0.109 0.004 -0.137
C 1.39210 -0.27832 3.92277 -0.176 -0.004 -0.065
C 0.05547 -0.05506 3.76647 -0.037 0.019 0.063
C -0.49009 -0.04776 2.42209 0.095 -0.021 0.169
O -1.73262 0.07594 2.21280 0.304 -0.022 0.215
C -0.87089 0.16462 4.96281 -0.025 0.016 0.061
C -1.89385 -0.98001 5.06525 0.044 0.039 -0.037
C -0.09026 0.19838 6.27992 -0.012 0.003 -0.045
C -1.59857 1.51166 4.81908 -0.007 -0.036 -0.022
C 3.75989 -0.91939 3.09415 0.081 -0.042 -0.015
C 4.14055 -0.85615 4.57504 -0.034 0.000 -0.041
C 3.99139 -2.35561 2.59632 -0.011 0.048 0.030
C 4.68221 0.03871 2.32407 -0.037 -0.036 0.024
C -0.55314 -0.04299 -2.20173 0.079 0.039 -0.088
O -1.78685 -0.21046 -1.93955 0.344 0.027 -0.151
C -0.06082 0.04421 -3.55651 0.025 0.017 -0.066
C 1.28152 0.23612 -3.73352 -0.170 -0.020 0.115
C -0.93839 -0.06199 -4.81617 -0.023 0.005 -0.104
C -0.49147 -1.29635 -5.61726 -0.005 0.034 0.011
C -0.74187 1.20477 -5.66814 0.021 -0.048 0.016
C -2.44713 -0.19841 -4.57584 0.026 -0.024 0.053
H 5.27130 -0.22558 -4.19341 0.000 -0.001 -0.004
H 3.66857 -0.55248 -4.84603 0.014 -0.008 0.004
H 4.20187 -1.37252 -3.37380 0.007 -0.011 -0.010
H 5.60074 1.06394 -2.13941 -0.003 -0.003 -0.002
H 4.59275 -0.06496 -1.23681 0.003 0.011 0.006
H 4.25669 1.67928 -1.18266 0.006 -0.011 0.014
H 4.76709 2.25755 -4.13117 -0.006 0.007 -0.006
H 3.36027 2.85938 -3.24196 0.001 0.014 -0.011
H 3.14387 1.98353 -4.76216 0.004 0.008 -0.003
H 2.47149 0.52863 -0.59454 -0.025 0.009 -0.054
H 2.46901 -0.73017 0.75678 -0.028 0.004 0.069
H 1.79264 -0.29763 4.92430 -0.012 0.011 -0.009
H -1.38335 -1.94063 5.16789 -0.007 -0.003 -0.002
H -2.54400 -1.01544 4.19385 -0.010 -0.002 -0.016
H -2.51558 -0.83620 5.95101 -0.007 -0.002 -0.007
H 0.42046 -0.74711 6.47415 -0.002 0.013 0.025
H -0.78742 0.36935 7.10039 -0.004 0.002 0.007
H 0.64459 1.00612 6.29635 0.009 -0.016 0.003
H -2.22356 1.52657 3.92849 0.010 0.024 0.045
H -0.87836 2.33019 4.75631 -0.005 0.010 0.014
H -2.23245 1.68263 5.69106 0.004 0.005 0.010
H 3.55987 -1.56044 5.17400 0.009 0.013 0.018
H 4.00738 0.14780 4.98338 -0.005 -0.011 0.019
H 5.19240 -1.12072 4.68567 0.003 -0.001 0.008
H 3.34657 -3.05779 3.12897 0.010 -0.010 -0.006
H 5.02963 -2.64866 2.76364 -0.008 -0.007 0.000
H 3.78405 -2.44642 1.52876 -0.001 -0.002 -0.005
H 4.52384 1.07035 2.64313 0.008 0.004 -0.004
H 4.51273 -0.01406 1.24723 0.001 0.005 0.014
H 5.72567 -0.22228 2.50974 0.003 0.012 -0.013
H 1.65273 0.29453 -4.74869 -0.008 0.006 -0.018
H 0.56301 -1.24537 -5.89083 0.000 -0.006 -0.001
H -1.07276 -1.37804 -6.53760 -0.004 0.005 0.002
H -0.64656 -2.20729 -5.03552 0.011 -0.005 -0.005
H 0.29128 1.33545 -5.99059 0.002 -0.001 0.003
H -1.03431 2.09442 -5.10594 -0.005 0.004 -0.012
H -1.36242 1.14904 -6.56414 0.000 0.002 -0.001
H -2.69381 -1.09538 -4.01038 -0.015 0.030 -0.006
H -2.94084 -0.25879 -5.54759 0.015 0.011 -0.025
H -2.84716 0.66665 -4.04640 -0.012 -0.007 -0.010
N -6.96584 0.26993 -0.42668 -0.002 -0.066 0.115
C -5.66009 0.26787 -0.69610 -0.002 0.079 -0.205
O -4.83372 -0.24696 0.06337 -0.077 0.081 -0.023
C -5.22773 0.89444 -2.00172 0.069 -0.035 0.148
I -5.47428 3.01496 -1.96060 -0.091 -0.048 -0.050
H -7.28501 -0.12144 0.44500 -0.004 0.006 -0.013
H -7.62461 0.75331 -1.01265 0.013 0.009 -0.014
H -5.80734 0.51735 -2.83988 -0.021 0.031 -0.002
H -4.17223 0.69180 -2.15671 0.007 0.023 -0.077
Br -2.20454 6.92654 0.29327 -0.007 -0.092 -0.007
C -2.31813 5.05052 0.18466 0.012 -0.006 -0.027
C -2.90198 4.32689 1.21168 -0.027 0.052 0.041
C -2.96278 2.95125 1.08267 0.010 0.081 -0.045
N -2.49327 2.29502 0.02012 0.023 -0.188 0.033
C -1.93239 3.00690 -0.95820 -0.003 0.007 0.011
C -1.81877 4.38471 -0.92337 0.016 0.060 0.000
H -3.29657 4.81767 2.08959 0.000 -0.008 -0.002
H -3.40694 2.34988 1.86745 0.014 0.001 0.017
H -1.56486 2.44787 -1.81144 0.011 0.009 0.010
H -1.35824 4.92181 -1.73989 0.001 -0.008 0.001
C -0.27369 -4.17309 -0.11240 -0.019 0.034 0.055
C -0.29104 -3.74476 1.36532 -0.025 0.051 -0.079
C -1.71926 -3.25913 1.54275 0.113 -0.113 0.138
O -2.01227 -2.59131 0.30706 -0.101 0.115 0.026
C -1.42525 -3.37389 -0.74941 0.156 -0.102 -0.085
H -0.45667 -5.24241 -0.20649 0.002 -0.002 -0.007
H 0.68069 -3.95637 -0.58853 0.001 0.007 -0.002
H 0.40093 -2.91902 1.53961 0.008 -0.021 0.011
H -0.03427 -4.55620 2.04349 -0.022 -0.010 0.006
H -1.85344 -2.54644 2.35454 -0.032 0.006 -0.016
H -2.40993 -4.09778 1.67750 -0.035 0.025 -0.018
H -1.09390 -2.68382 -1.52277 -0.031 0.018 0.006
H -2.18680 -4.03409 -1.16931 -0.031 0.024 0.021
```
Positions in Å, forces in eV/Å.

Values from the calculation:
- orbital gap (alpha / beta) (eV) = 5.589 / 5.589
- E (Eh) = -5534.25382
- relative energy (zero: lowest compared OMol25 entry of this formula, charge and spin) (kcal per mole) = 0.9
- charge = +1
- M (Da) = 877.8
- HOMO (alpha / beta) (eV) = -9.68 / -9.68